ORCA calculation (ωB97M-V with the def2-TZVPD basis set) on a molecular structure, C22H69BO11Pd in a non-equilibrium geometry.

Computed properties:
2S+1: 3
Energy relative to the best compared isomer or geometry (same formula, charge and spin), kcal per mole: 141.0
Kohn-Sham gap (spin up / spin down), eV: 5.205 / 4.126
E, eV: -50597.2749
HOMO energy (spin up / spin down), Eh: -0.3044 / -0.3050
<S²>: 2.01
Charge: 0

The geometry in XYZ format:
```
104
Properties=species:S:1:pos:R:3:lowdin_spin:R:1
Pd -2.56482 0.58307 1.78851 1.003
B 0.28661 -0.00999 -0.75270 -0.002
H 0.38329 -0.40914 0.24509 -0.001
H -0.38836 -0.62878 -1.32344 0.001
H -0.03855 1.01885 -0.75145 0.000
H 1.28088 -0.05480 -1.16944 -0.001
C 1.09204 6.66613 3.84333 0.002
C 0.74422 5.17117 4.13871 0.087
O -0.43397 4.74590 3.49053 0.848
H 2.05634 6.90111 4.29388 0.000
H 0.46220 7.35931 4.40091 0.000
H 1.09242 6.93479 2.78696 0.000
H 0.51613 5.03107 5.19533 0.044
H 1.55232 4.47644 3.90975 0.020
C 2.18402 -7.58128 5.85909 0.000
C 2.29051 -7.17689 4.36625 0.000
O 2.12584 -5.81505 4.24113 0.000
H 2.99218 -7.18497 6.47382 0.000
H 2.21244 -8.66540 5.96849 0.000
H 1.30083 -7.24420 6.40174 0.000
H 1.60448 -7.69158 3.69352 0.000
H 3.29035 -7.40597 3.99756 0.000
H 2.14445 -5.61527 3.30233 0.000
C 6.21151 -5.00753 -0.79724 0.000
C 5.09024 -4.48856 -1.64502 0.000
O 4.01261 -4.33292 -0.71191 0.000
H 7.16098 -5.11671 -1.32135 0.000
H 5.99524 -6.02509 -0.47182 0.000
H 6.45514 -4.37305 0.05492 0.000
H 4.85275 -5.22212 -2.41545 0.000
H 5.24383 -3.52094 -2.12274 0.000
H 3.61541 -3.45908 -0.72694 0.000
C -3.24854 -3.01196 7.43621 0.000
C -2.23314 -1.91208 7.14611 0.000
O -1.81769 -1.99492 5.80934 0.000
H -3.61564 -2.93613 8.45972 0.000
H -2.81477 -4.00976 7.37029 0.000
H -4.07078 -3.01286 6.72065 0.000
H -1.42234 -1.95900 7.87310 0.000
H -2.75333 -0.97806 7.35857 0.000
H -1.08298 -2.61152 5.84925 0.000
C -3.33341 -4.28701 -6.28831 0.000
C -1.96949 -4.64011 -6.95606 0.000
O -1.59218 -3.61709 -7.87345 0.000
H -3.97761 -3.93451 -7.09384 0.000
H -3.20813 -3.44941 -5.60215 0.000
H -3.84343 -5.12603 -5.81498 0.000
H -2.07283 -5.55862 -7.53380 0.000
H -1.19144 -4.73635 -6.19879 0.000
H -1.31205 -2.86405 -7.34801 0.000
C 5.64724 -0.06403 4.43538 0.000
C 5.22631 -0.50589 5.84111 0.000
O 5.38930 -1.87083 5.88898 0.000
H 6.69482 -0.32333 4.28226 0.000
H 5.54292 1.00961 4.27885 0.000
H 5.01512 -0.53141 3.68034 0.000
H 4.18829 -0.25562 6.06015 0.000
H 5.87312 -0.04386 6.58694 0.000
H 4.77375 -2.26851 5.26886 0.000
C -6.13315 3.32462 -4.17219 0.000
C -6.34090 2.74822 -2.74874 0.000
O -5.14972 2.70272 -1.95201 0.000
H -5.78417 4.34819 -4.03573 0.000
H -7.07474 3.38116 -4.71838 0.000
H -5.39461 2.70613 -4.68222 0.000
H -6.65240 1.71144 -2.87586 0.000
H -7.13356 3.26261 -2.20542 0.000
H -4.89236 3.62665 -1.91060 0.000
C -4.59031 9.23710 -1.41669 0.000
C -4.19872 8.31098 -0.22737 0.000
O -3.20009 7.44922 -0.70910 0.000
H -3.77477 9.88211 -1.74370 0.000
H -5.47365 9.82877 -1.17638 0.000
H -4.95389 8.62313 -2.24068 0.000
H -5.01590 7.72696 0.19599 0.000
H -3.78054 8.95876 0.54309 0.000
H -2.81857 7.07366 0.08777 0.000
C -3.58922 -5.97357 1.60722 0.000
C -3.31436 -4.85835 0.58878 0.000
O -4.05319 -3.70674 0.93195 0.000
H -4.62896 -6.14429 1.88634 0.000
H -3.02764 -5.80845 2.52671 0.000
H -3.23065 -6.92167 1.20644 0.000
H -3.56365 -5.20851 -0.41290 0.000
H -2.25595 -4.60274 0.53863 0.000
H -4.93115 -3.80114 0.55529 0.000
C 0.12685 2.20844 -8.37183 0.000
C 0.60368 2.23526 -6.89455 0.000
O 0.56416 0.90702 -6.39891 0.000
H 0.72392 1.61587 -9.06498 0.000
H 0.12340 3.19043 -8.84489 0.000
H -0.90248 1.85074 -8.39721 0.000
H 0.09475 2.95056 -6.24845 0.000
H 1.65140 2.53552 -6.87989 0.000
H 0.31808 0.94988 -5.47197 0.000
C 5.49044 5.84232 -2.84435 0.000
C 4.48740 5.20363 -1.85359 0.000
O 4.77290 3.85049 -1.83497 0.000
H 5.26053 6.86066 -3.15771 0.000
H 5.44922 5.30916 -3.79417 0.000
H 6.53413 5.76901 -2.53867 0.000
H 3.46012 5.42173 -2.14554 0.000
H 4.64633 5.65997 -0.87656 0.000
H 3.93734 3.39716 -1.70103 0.000
```